(1)
7
Properties=species:S:1:pos:R:3:nbo_charge:R:1 method="wB97M-V/def2-TZVPD" multiplicity=1 smiles="C=O.O" e_above_lowest_kcal_mol=7.8 energy_ha=-190.9379 orbital_gap_ha=0.401 total_charge=0 mol_weight_g_mol=48.041
C -0.1531 -0.0377 -1.7847 0.2646
O -1.1789 -0.1860 -2.4378 -0.4894
H -0.0787 0.0274 -0.6731 0.1114
H 0.8072 -0.0830 -2.3515 0.1121
O 0.1083 0.3465 2.7125 -0.9362
H -0.5094 -0.1718 2.1485 0.4689
H 1.0045 0.1046 2.3860 0.4685

---

(2)
82
Properties=species:S:1:pos:R:3:lowdin_spin:R:1 method="wB97M-V/def2-TZVPD" multiplicity=4 e_above_lowest_kcal_mol=42.4 energy_ha=-7353.2093 orbital_gap_ha="0.137 / 0.165" total_charge=-2 mol_weight_g_mol=820.270
V -1.2662 -0.6192 0.3214 2.3565
N -3.6152 -2.6039 1.2222 0.0418
C -4.9213 -2.2843 0.9959 0.0077
C -5.8844 -3.2666 1.2841 0.0010
C -7.2410 -3.0287 1.2020 0.0076
C -7.6753 -1.7720 0.8080 -0.0008
C -6.7391 -0.8042 0.4888 0.0067
C -5.3506 -1.0006 0.5371 0.0007
C -4.4526 0.1356 0.1988 0.0395
C -4.9843 1.2807 -0.4282 0.0104
C -4.2617 2.4509 -0.5865 0.0316
C -2.9537 2.5337 -0.1221 0.0124
C -2.3842 1.3805 0.3932 0.0287
C -3.0686 0.1568 0.5111 0.0199
H -3.3916 -3.5733 1.3611 0.0019
H -2.8745 -1.9991 0.8651 0.0290
H -5.5347 -4.2391 1.6162 0.0001
H -7.9500 -3.8058 1.4627 0.0007
H -8.7327 -1.5370 0.7679 -0.0003
H -7.1177 0.1688 0.2124 0.0006
H -5.9870 1.2670 -0.8395 0.0003
H -4.7201 3.3052 -1.0721 0.0023
H -2.3942 3.4602 -0.1957 0.0006
H -1.3402 1.4332 0.7619 0.0066
Se 5.4556 -3.1083 0.8785 0.1085
N 4.3781 -2.1993 2.0102 0.1349
C 3.1982 -2.0933 1.4196 0.0030
C 2.0238 -1.6315 2.1079 0.0512
C 1.8459 -1.6879 3.4706 -0.0190
C 0.5699 -1.4863 4.0390 -0.0125
C -0.5280 -1.2658 3.2144 0.0198
N -0.4355 -1.1430 1.8979 -0.0667
C 0.8634 -1.2294 1.2838 0.0132
C 0.7515 -1.8414 -0.1588 0.0169
N -0.6218 -2.1560 -0.4724 -0.0627
C -0.8577 -3.1741 -1.2944 0.0249
C 0.1377 -3.9744 -1.8395 -0.0119
C 1.4807 -3.7853 -1.4501 -0.0166
C 1.8171 -2.7754 -0.5792 0.0518
C 3.0914 -2.6672 0.0771 0.0050
N 4.1904 -3.2277 -0.4105 0.1352
H 2.6841 -1.9604 4.1015 -0.0005
H 0.4252 -1.5715 5.1087 -0.0006
H -1.5269 -1.1661 3.6315 0.0017
H -1.9037 -3.3561 -1.5338 0.0034
H -0.1293 -4.7832 -2.5079 -0.0006
H 2.2506 -4.4760 -1.7731 -0.0003
C 0.8718 -0.3667 0.0587 0.0183
Ge 2.0883 0.9606 -0.5500 -0.0059
C 4.0758 1.0640 -0.6058 -0.0016
C 4.8404 0.0897 -1.2462 0.0003
C 6.2266 0.1467 -1.2304 0.0015
C 6.8739 1.1808 -0.5695 0.0002
C 6.1265 2.1514 0.0841 -0.0003
C 4.7410 2.0857 0.0715 -0.0003
C 1.4100 1.3024 -2.3865 -0.0002
C 2.1135 0.9441 -3.5341 -0.0003
C 1.5158 0.9866 -4.7876 0.0005
C 0.1967 1.3969 -4.9162 -0.0003
C -0.5128 1.7827 -3.7854 0.0007
C 0.0898 1.7292 -2.5372 0.0023
C 1.5668 2.5378 0.5431 -0.0010
C 1.2020 2.3472 1.8770 0.0000
C 0.8204 3.4147 2.6771 0.0000
C 0.7947 4.7027 2.1553 0.0000
C 1.1427 4.9095 0.8271 -0.0001
C 1.5221 3.8351 0.0331 -0.0002
H 4.3495 -0.7372 -1.7474 0.0001
H 6.8038 -0.6316 -1.7134 0.0006
H 7.9570 1.2228 -0.5493 0.0000
H 6.6267 2.9569 0.6106 0.0000
H 4.1630 2.8415 0.5915 0.0000
H 3.1457 0.6202 -3.4443 0.0000
H 2.0763 0.6762 -5.6628 0.0000
H -0.2740 1.4080 -5.8927 0.0000
H -1.5432 2.1075 -3.8777 0.0001
H -0.4813 2.0205 -1.6624 0.0022
H 1.2121 1.3421 2.2906 -0.0001
H 0.5383 3.2409 3.7091 -0.0001
H 0.5051 5.5393 2.7810 0.0000
H 1.1139 5.9111 0.4110 0.0000
H 1.7812 4.0015 -1.0087 0.0000

---

(3)
78
Properties=species:S:1:pos:R:3:lowdin_spin:R:1 method="wB97M-V/def2-TZVPD" multiplicity=6 e_above_lowest_kcal_mol=16.4 energy_ha=-4772.0195 orbital_gap_ha="0.253 / 0.266" total_charge=-1 mol_weight_g_mol=712.558
Mn 0.2547 -0.1035 0.5788 4.6500
C 2.4907 0.3244 1.7396 0.0312
C 1.5495 1.1477 2.3952 0.0325
C 1.1086 2.1255 1.4822 0.0284
C 1.7806 1.9086 0.2529 0.0258
C 2.6431 0.8009 0.4211 0.0301
H 3.0877 -0.4439 2.2053 0.0020
H 1.2827 1.0892 3.4393 0.0016
H 0.4531 2.9520 1.7155 0.0020
H 1.8180 2.5903 -0.5858 0.0021
H 3.3899 0.4864 -0.2882 0.0017
C -3.1514 -3.2987 -3.0759 0.0004
P -2.3004 -1.8874 -2.2281 0.0015
C -3.1966 -2.0285 -0.6280 0.0003
C -3.2179 -0.4465 -2.8831 0.0009
C -4.2876 -0.5210 -3.7671 -0.0001
C -4.9263 0.6249 -4.2152 0.0009
C -4.5287 1.8582 -3.7431 0.0003
C -3.4499 1.9571 -2.8756 0.0023
C -2.7395 0.8304 -2.4706 0.0087
P -1.1617 0.9932 -1.4758 0.0293
C -1.2014 2.8172 -1.2055 0.0018
C 0.0019 0.9127 -2.9048 0.0026
H -4.2374 -3.2018 -3.0261 0.0001
H -2.8556 -4.2107 -2.5568 0.0000
H -2.8381 -3.3700 -4.1190 0.0000
H -4.1848 -2.4713 -0.7625 0.0000
H -3.2858 -1.0495 -0.1669 0.0000
H -2.5905 -2.6524 0.0278 -0.0001
H -4.6430 -1.4862 -4.1054 0.0000
H -5.7373 0.5490 -4.9294 0.0001
H -5.0525 2.7537 -4.0540 0.0000
H -3.1627 2.9430 -2.5363 0.0003
H -1.2446 3.3680 -2.1451 0.0003
H -0.3067 3.1027 -0.6592 0.0000
H -2.0646 3.0629 -0.5851 0.0001
H -0.2198 1.6959 -3.6301 0.0006
H -0.1031 -0.0613 -3.3777 0.0000
H 1.0205 1.0196 -2.5284 0.0003
C -2.3995 -4.6336 2.4013 0.0000
C -1.6374 -3.7296 3.3617 0.0002
C -0.1895 -3.5786 2.9234 0.0005
O -2.3638 -2.4913 3.4023 0.0014
P -1.8671 -1.0252 3.9036 0.0106
S -0.4927 -1.0609 5.2919 0.0034
S -1.6322 0.1589 2.2772 0.0404
O -3.2099 -0.5213 4.6391 0.0037
C -4.5983 -0.6546 4.2833 0.0002
C -5.1380 -1.9577 4.8625 0.0001
C -4.8854 -0.5632 2.7910 0.0011
H -2.0813 -5.6693 2.5270 0.0000
H -2.2031 -4.3352 1.3732 0.0000
H -3.4731 -4.5710 2.5869 0.0000
H -1.6716 -4.1609 4.3691 0.0000
H -0.1305 -2.9544 2.0279 0.0007
H 0.2174 -4.5640 2.7001 0.0000
H 0.4103 -3.1116 3.6984 0.0000
H -5.0760 0.1891 4.7907 0.0000
H -4.6253 -2.8013 4.4033 0.0000
H -6.2086 -2.0351 4.6644 0.0000
H -4.9671 -1.9910 5.9387 0.0000
H -4.3308 -1.3358 2.2624 0.0002
H -4.5781 0.4032 2.3981 0.0005
H -5.9537 -0.7070 2.6188 0.0001
C 1.1926 -2.9180 -2.5084 0.0017
C 1.3757 -2.8679 -0.9740 0.0088
O 0.5708 -2.0019 -0.3276 0.0653
C 1.1518 -4.3191 -0.4404 0.0014
F -0.1612 -4.5504 -0.2454 0.0001
F 1.5692 -5.2773 -1.3090 0.0005
F 1.7776 -4.5756 0.7211 0.0001
C 2.8868 -2.5573 -0.7558 0.0008
F 3.6917 -3.5624 -1.1972 0.0003
F 3.2150 -2.3397 0.5190 -0.0003
F 3.2490 -1.4674 -1.4653 -0.0002
H 0.2311 -3.3602 -2.7553 0.0001
H 1.9899 -3.4906 -2.9792 0.0002
H 1.2165 -1.8947 -2.8729 0.0000